ORCA calculation (wB97M-V/def2-TZVPD) on C3HBr2N3O3 in the gas phase at a distorted geometry.

XYZ file:
```
12
Properties=species:S:1:pos:R:3:forces:R:3
O 2.014196 1.251561 -0.985517 1.15 1.09 1.63
C 1.065958 0.786990 -0.374757 3.38 1.34 -5.54
N -0.076150 0.878782 -1.067790 -3.31 1.21 1.74
C -1.270123 0.384122 -0.500371 -0.92 -0.27 -3.78
O -2.208774 0.541266 -1.256397 -0.99 -0.21 2.09
N -1.109161 -0.455345 0.593823 -2.85 1.40 -1.01
Br -2.646573 -1.408435 1.387336 1.88 1.24 -1.24
C 0.139535 -0.929330 0.828241 -1.59 -4.14 4.53
O 0.177017 -1.926183 1.525273 1.28 -0.14 -0.49
N 1.179445 -0.187932 0.510369 3.25 -0.10 1.52
Br 2.998890 -0.663220 1.012517 -2.00 0.24 -0.37
H -0.264259 1.727723 -1.672726 0.73 -1.66 0.93
```
Positions in Å, forces in eV/Å.

The calculation puts the orbital gap at 8.4569 eV. The SMILES is O=c1[nH]c(=O)n(Br)c(=O)n1Br. As for the charge: 0. As for the strongest force on any atom: 6.63 eV Å⁻¹. As for the HOMO energy: -10.435 eV. The calculated total energy comes out at -5652.88532 hartree. For the lowest unoccupied orbital energy, the calculation gives -0.07271 Eh.

Atomic partial charges in e from the Mulliken method, atoms 1 to 6:
1. O -0.60
2. C 0.62
3. N -0.14
4. C 0.52
5. O -0.55
6. N -0.27